DFT (ωB97M-V/def2-TZVPD) results for C50H82Cl9N8O3 as an isolated structure.

CARTESIAN COORDINATES (ANGSTROEM)
Cl: -6.34413 0.42018 2.40519
Cl: -2.48236 0.80338 6.26447
Cl: 1.79645 -2.88171 -3.93625
Cl: 1.60238 -5.06795 -2.01848
Cl: 2.39896 -2.36462 -1.22400
Cl: 0.26919 0.48102 7.78296
Cl: -0.09135 2.04406 5.54808
Cl: -6.52272 1.38195 -0.30873
Cl: -4.94239 2.76460 1.49266
O: 5.09222 -0.40140 -0.42934
O: -3.53654 -0.35174 -5.96518
O: -1.76955 -2.76009 5.33189
N: 1.09902 1.88525 -1.32852
N: -1.87671 -5.19831 -2.73799
N: 3.44823 -2.89479 1.89056
N: -2.93114 -3.38152 4.57013
N: 0.53712 -0.37777 1.42582
N: -3.22954 1.00280 -5.70583
N: 5.28953 1.02224 -0.56544
N: 0.26772 5.79690 3.38423
C: -2.30382 -4.30885 -3.61265
C: -4.45999 -3.49013 2.70744
C: -4.56569 -5.30595 4.39508
C: -0.25712 -0.63639 0.39856
C: 6.29059 1.28931 -1.66404
C: -1.67441 -4.50707 -1.48420
C: -3.25293 -4.80403 4.93197
C: 6.51087 2.82315 -1.88638
C: 7.64837 0.51659 -1.37050
C: 3.75239 -2.29268 3.12497
C: -1.84430 1.21932 -5.17733
C: -2.44585 -3.14006 -3.02075
C: 1.15070 3.22234 -1.02339
C: 2.49720 -3.62318 -2.47453
C: -3.97147 3.41572 -5.42644
C: -3.44148 -1.22955 3.10931
C: 1.37152 6.59801 3.61809
C: -3.39626 -5.11908 6.47885
C: -2.12506 -3.15643 2.13608
C: 1.83711 1.71301 -2.44905
C: -1.50793 2.68600 -5.49988
C: 1.68982 -2.93700 3.40707
C: -1.27320 0.34735 0.36841
C: 5.47922 3.34515 0.33849
C: -0.67215 0.57528 6.25112
C: 5.28343 1.84955 0.64819
C: 5.76695 0.69939 -2.99380
C: -2.55482 3.71809 -4.92192
C: -4.33991 1.93502 -5.29216
C: 2.08204 -3.29501 2.07051
C: 0.08669 0.67669 2.12891
C: 2.79649 -2.43952 4.10334
C: -1.72100 0.96572 -3.56435
C: 6.25359 1.33112 1.69068
C: -2.15416 -5.64226 4.27034
C: 1.99665 5.19888 2.05187
C: -4.91312 1.68256 -3.89157
C: 2.42112 6.20943 2.91255
C: -5.60172 1.87451 -6.22869
C: -4.88045 -4.88506 2.95945
C: 1.87545 3.92984 -1.94803
C: -2.05596 -3.19294 -1.67372
C: -3.15872 -2.83677 3.20091
C: 2.28994 2.99075 -2.86351
C: -1.01160 1.19750 1.44692
C: 0.62230 4.92249 2.43990
C: 6.67863 3.64221 -0.61330
C: -0.84301 0.44228 -5.99334
C: 3.90776 1.79440 1.30890
C: -5.41823 1.15789 1.03136
H: -1.95260 -0.03303 -3.19429
H: 0.67852 1.09925 -0.85367
H: 2.72597 3.26086 -3.81395
H: 5.88231 1.41250 2.71226
H: 7.59632 -0.54187 -1.62554
H: -1.18057 -5.15235 4.25593
H: 4.77347 1.13748 -3.08954
H: 6.37638 1.06220 -3.82148
H: -2.05158 -6.54946 4.86579
H: -0.53766 2.96078 -5.08613
H: 1.31321 7.35910 4.38213
H: -0.65708 0.98160 -3.32787
H: -3.79675 -6.10226 6.72596
H: -5.96037 -4.97506 2.84210
H: 5.63744 3.71257 1.35242
H: -2.38813 -4.63604 -4.63844
H: -6.32189 2.67600 -6.06421
H: -2.38671 -5.02974 6.88000
H: 3.74723 0.91221 1.92864
H: -2.21575 4.74056 -5.08827
H: 3.54785 -3.82744 -2.68071
H: -3.89858 -4.31344 7.01432
H: 7.46119 2.85137 -2.41948
H: -2.22038 -4.18674 1.79335
H: -1.50952 2.09694 1.77782
H: -2.27508 -5.93370 3.22701
H: -4.65113 -3.39562 1.63850
H: -5.86343 2.19240 -3.73320
H: 2.90905 -2.25319 5.16117
H: 8.04315 0.65625 -0.36415
H: 3.44545 6.54580 2.97582
H: 7.26533 1.71039 1.83436
H: 4.10616 -2.93475 1.12529
H: -2.09305 0.55806 -0.30230
H: 0.03553 -1.42519 -0.27861
H: -1.80721 -6.19787 -2.86507
H: -1.10992 -3.10296 2.52942
H: 2.05929 4.99348 -1.98349
H: -1.39320 -4.94959 -0.54001
H: 6.71419 4.70589 -0.84873
H: 3.77578 2.57388 2.05929
H: -2.84544 -2.25015 -3.48418
H: 4.76255 -1.97070 3.33063
H: 1.94109 0.76994 -2.96499
H: 5.72082 -0.38785 -3.05619
H: -0.61458 5.90054 3.86477
H: -0.95327 0.42532 -7.07762
H: 0.77467 -3.38560 3.76437
H: 1.55564 -3.90129 1.34820
H: -2.65016 -0.70068 3.64054
H: 7.58823 3.40189 -0.06287
H: -5.06391 0.63118 -3.64667
H: 1.37364 -0.89063 1.66520
H: -1.55168 2.90143 -6.56748
H: -3.94975 3.60826 -6.49908
H: -3.29042 -0.83965 2.10270
H: -0.68211 -0.62256 -5.82506
H: -0.02415 4.19417 1.97293
H: 0.16911 0.81151 -5.82786
H: 3.08830 2.14449 0.68119
H: -5.23594 1.95333 -7.25246
H: 0.69618 1.07266 2.92774
H: 6.33453 0.24505 1.73563
H: -2.14529 -2.39385 1.35751
H: -1.97301 -2.41775 -0.92633
H: -6.12140 0.92078 -6.13695
H: -5.29991 -2.82195 2.89764
H: -4.69141 4.01594 -4.87009
H: -5.41772 -5.23319 5.07099
H: 4.58897 3.83113 -0.06074
H: 2.41559 4.66358 1.21262
H: -4.32396 2.00291 -3.03229
H: -4.62969 -6.39374 4.42209
H: -4.39132 -0.84911 3.48502
H: -2.49614 3.56709 -3.84403
H: -2.19004 1.71492 -2.92654
H: -4.48132 -5.51643 2.16562
H: 8.41271 0.93064 -2.02811
H: 5.73784 3.35196 -2.44395
H: 0.62537 3.63524 -0.17490
H: -4.67902 0.51038 0.55977
H: -0.42517 -0.33786 5.70956

Total energy ... -6759.393767 Eh
HOMO (alpha / beta) ... -7.91 / -7.91 eV
⟨S²⟩ ... 3.766
E_LUMO (alpha / beta) ... 0.385 / -0.460 eV
2S+1 ... 4